(P)
{
  "formula": "C4H13NOS",
  "method": "ωB97M-V/def2-TZVPD",
  "species": ["C", "O", "C", "N", "H", "H", "H", "H", "H", "H", "H", "H", "C", "C", "S", "H", "H", "H", "H", "H"],
  "positions_angstrom": [[-0.09, 0.56, -1.66], [-0.97, 0.86, -2.72], [0.66, -0.71, -2.07], [1.88, -0.88, -1.25], [-0.65, 0.30, -0.74], [0.57, 1.41, -1.42], [-1.54, 1.59, -2.45], [-0.13, -1.47, -1.91], [0.90, -0.74, -3.13], [0.88, 0.04, 0.89], [2.37, -1.68, -1.65], [1.55, -1.21, -0.35], [-0.42, 1.00, 2.41], [-1.01, -0.43, 2.33], [0.08, -1.52, 1.44], [-0.34, 1.36, 1.38], [0.53, 0.94, 2.93], [-1.00, 1.75, 2.96], [-1.91, -0.38, 1.70], [-1.36, -0.79, 3.30]],
  "s2": 0.76,
  "total_charge": 1,
  "multiplicity": 2,
  "homo_lumo_gap_ev": [7.268, 4.773],
  "homo_ev": [-13.60, -13.59],
  "lumo_energy_ev": [-6.3, -8.8]
}

***

(Q)
{
  "formula": "C4H13NOS",
  "method": "ωB97M-V/def2-TZVPD",
  "species": ["C", "C", "C", "C", "S", "N", "H", "H", "H", "H", "H", "H", "H", "H", "H", "H", "H", "H", "H", "O"],
  "positions_angstrom": [[1.83, 0.04, -1.55], [1.23, -0.31, -0.13], [0.66, 0.86, 0.67], [-0.39, 1.70, -0.06], [-1.50, 0.64, -1.05], [2.29, -1.02, 0.55], [2.57, 0.83, -1.59], [0.89, 0.25, -2.06], [2.24, -0.87, -1.98], [0.49, -1.05, -0.32], [0.16, 0.41, 1.53], [1.51, 1.45, 1.02], [-0.89, 2.28, 0.70], [0.08, 2.40, -0.75], [-2.17, 1.72, -1.49], [2.35, -1.98, 0.21], [3.25, -0.68, 0.38], [-5.30, -1.93, 2.55], [-4.82, -2.46, 1.24], [-4.50, -2.27, 2.13]],
  "s2": 0.75,
  "total_charge": 1,
  "multiplicity": 2,
  "homo_lumo_gap_ev": [9.563, 4.231],
  "homo_ev": [-12.87, -12.82],
  "lumo_energy_ev": [-3.3, -8.6]
}

***

Short version: (Q), (P), most stable first.

***

(P)
{
  "formula": "C19H24N4O3",
  "method": "ωB97M-V/def2-TZVPD",
  "species": ["H", "N", "C", "N", "C", "C", "C", "O", "N", "C", "C", "C", "C", "N", "C", "O", "C", "C", "C", "C", "C", "C", "C", "C", "C", "C", "O", "H", "H", "H", "H", "H", "H", "H", "H", "H", "H", "H", "H", "H", "H", "H", "H", "H", "H", "H", "H", "H", "H", "H"],
  "positions_angstrom": [[4.44, -2.03, 6.36], [3.90, -2.61, 6.99], [2.79, -2.92, 6.49], [1.81, -3.69, 7.08], [0.73, -3.81, 6.23], [1.02, -3.12, 5.12], [0.20, -3.00, 3.91], [-0.81, -3.70, 3.81], [0.56, -2.14, 2.94], [1.57, -1.07, 2.97], [1.06, -0.07, 1.93], [0.04, 0.89, 2.52], [0.45, -1.02, 0.89], [-0.46, -0.42, -0.06], [0.01, 0.36, -1.07], [1.20, 0.58, -1.22], [-1.05, 0.91, -2.02], [-0.73, 2.33, -2.50], [-1.26, 2.60, -3.88], [-2.44, 3.31, -4.07], [-2.93, 3.53, -5.35], [-2.25, 3.03, -6.45], [-1.06, 2.32, -6.28], [-0.33, 1.76, -7.48], [-0.59, 2.11, -5.00], [-0.25, -2.08, 1.73], [2.29, -2.56, 5.26], [1.92, -4.09, 7.99], [-0.15, -4.38, 6.45], [1.64, -0.63, 3.97], [2.56, -1.46, 2.71], [1.89, 0.49, 1.49], [-0.79, 0.35, 2.99], [0.50, 1.51, 3.29], [-0.37, 1.55, 1.76], [1.27, -1.48, 0.33], [-1.45, -0.51, 0.07], [-2.05, 0.85, -1.58], [-1.04, 0.23, -2.88], [0.36, 2.43, -2.50], [-1.12, 3.06, -1.79], [-2.97, 3.71, -3.21], [-3.84, 4.09, -5.49], [-2.63, 3.21, -7.45], [0.72, 1.57, -7.24], [-0.77, 0.82, -7.80], [-0.37, 2.45, -8.32], [0.34, 1.57, -4.85], [-1.28, -1.80, 1.97], [-0.30, -3.06, 1.25]],
  "total_charge": 0,
  "multiplicity": 1,
  "smiles": "[H]/N=c1/[nH]cc(C(=O)N2C[C@H](C)[C@H](NC(=O)CCc3cccc(C)c3)C2)o1",
  "homo_lumo_gap_ev": 8.885,
  "homo_ev": -8.31,
  "lumo_energy_ev": 0.6
}

***

(Q)
{
  "formula": "C19H24N4O3",
  "method": "ωB97M-V/def2-TZVPD",
  "species": ["C", "C", "C", "N", "C", "C", "C", "C", "N", "O", "O", "C", "N", "C", "C", "O", "C", "C", "C", "C", "C", "C", "C", "C", "C", "N", "H", "H", "H", "H", "H", "H", "H", "H", "H", "H", "H", "H", "H", "H", "H", "H", "H", "H", "H", "H", "H", "H", "H", "H"],
  "positions_angstrom": [[-1.39, 5.25, 2.43], [-1.61, 4.06, 1.50], [-0.77, 2.84, 1.93], [-1.00, 1.72, 1.04], [-0.20, 1.47, -0.04], [0.87, 2.32, -0.40], [1.70, 2.00, -1.43], [1.54, 0.82, -2.18], [2.47, 0.57, -3.19], [3.35, 1.39, -3.39], [2.39, -0.47, -3.85], [0.46, -0.06, -1.85], [0.25, -1.18, -2.57], [-0.71, -2.21, -2.32], [-0.28, -3.19, -1.21], [-0.51, -2.56, 0.03], [-0.03, -3.13, 1.17], [-0.13, -2.35, 2.33], [0.31, -2.84, 3.54], [0.87, -4.11, 3.62], [0.97, -4.88, 2.48], [0.53, -4.40, 1.25], [-0.37, 0.31, -0.80], [-2.39, 1.33, 1.08], [-3.27, 2.53, 0.66], [-3.02, 3.72, 1.46], [-1.62, 4.97, 3.46], [-0.36, 5.58, 2.39], [-2.04, 6.07, 2.14], [-1.33, 4.34, 0.48], [0.29, 3.09, 1.97], [-1.08, 2.53, 2.93], [1.04, 3.25, 0.12], [2.51, 2.65, -1.71], [0.99, -1.38, -3.26], [-1.68, -1.78, -2.05], [-0.84, -2.78, -3.24], [-0.88, -4.11, -1.29], [0.78, -3.44, -1.33], [-0.56, -1.37, 2.24], [0.22, -2.23, 4.42], [1.21, -4.49, 4.57], [1.41, -5.87, 2.53], [0.62, -5.03, 0.38], [-1.15, -0.39, -0.52], [-2.59, 0.49, 0.43], [-2.64, 1.04, 2.11], [-4.32, 2.27, 0.73], [-3.03, 2.79, -0.38], [-3.36, 3.57, 2.41]],
  "total_charge": 0,
  "multiplicity": 1,
  "smiles": "C[C@H]1CN(c2ccc([N+](=O)[O-])c(NCCOc3ccccc3)c2)CCN1",
  "homo_lumo_gap_ev": 7.890,
  "homo_ev": -7.85,
  "lumo_energy_ev": 0.0
}

***

Short version: (P), (Q), most stable first.

***

(P)
{
  "formula": "C2H12N2O3",
  "method": "ωB97M-V/def2-TZVPD",
  "species": ["C", "N", "C", "N", "H", "H", "H", "H", "H", "H", "O", "H", "H", "O", "H", "H", "O", "H", "H"],
  "positions_angstrom": [[1.42, 1.06, -0.38], [1.98, -0.20, -0.10], [1.42, -1.26, 0.23], [0.06, -1.42, 0.69], [0.37, 1.12, -0.68], [2.00, 1.53, -1.18], [1.51, 1.71, 0.49], [2.01, -2.17, 0.29], [-0.07, -0.82, 1.50], [-0.05, -2.38, 1.02], [-0.79, -1.76, -2.14], [-0.01, -1.36, -2.55], [-0.67, -1.53, -1.20], [-0.48, 1.73, 2.03], [-0.96, 2.57, 2.04], [-1.07, 1.16, 1.52], [-2.09, 1.05, -0.69], [-1.82, 0.13, -0.84], [-2.79, 0.85, -0.04]],
  "total_charge": 0,
  "multiplicity": 1,
  "smiles": "C/N=C\\N.O.O.O",
  "homo_lumo_gap_ev": 9.663,
  "homo_ev": -9.28,
  "lumo_energy_ev": 0.4
}

***

(Q)
{
  "formula": "C2H12N2O3",
  "method": "ωB97M-V/def2-TZVPD",
  "species": ["N", "C", "C", "N", "H", "H", "H", "H", "H", "H", "O", "H", "H", "O", "H", "H", "O", "H", "H"],
  "positions_angstrom": [[-2.51, 0.16, -1.06], [-1.50, -0.12, -0.12], [-1.44, 0.11, 1.24], [-0.27, -0.32, 1.96], [-3.20, 0.91, -0.85], [-3.00, -0.73, -1.31], [-0.76, -0.62, -0.53], [-2.28, 0.34, 1.92], [0.25, -0.98, 1.43], [0.37, 0.48, 2.15], [1.84, -2.03, 0.20], [2.09, -1.22, 0.64], [1.91, -1.80, -0.67], [1.06, 1.59, 0.07], [0.99, 1.87, -0.84], [0.11, 1.56, 0.28], [2.23, -0.15, -1.53], [2.38, 0.65, -2.21], [1.74, 0.30, -0.77]],
  "total_charge": 0,
  "multiplicity": 1,
  "smiles": "N/C=C/N.O.O.O",
  "homo_lumo_gap_ev": 8.834,
  "homo_ev": -8.48,
  "lumo_energy_ev": 0.4
}

***

Short version: (P), (Q), most stable first.

***

(P)
{
  "formula": "C4H4F2N2",
  "method": "ωB97M-V/def2-TZVPD",
  "species": ["C", "C", "N", "N", "C", "C", "F", "F", "H", "H", "H", "H"],
  "positions_angstrom": [[1.80, 0.17, -0.01], [0.34, 0.40, 0.03], [-0.24, 1.55, 0.01], [-1.70, 1.36, 0.00], [-1.95, 0.13, -0.01], [-0.73, -0.70, 0.00], [-0.57, -1.48, 1.11], [-0.57, -1.50, -1.08], [2.34, 1.10, 0.01], [2.10, -0.37, 0.85], [2.10, -0.39, -0.91], [-2.92, -0.27, -0.01]],
  "total_charge": 0,
  "multiplicity": 1,
  "smiles": "CC1=NN=CC1(F)F",
  "homo_lumo_gap_ev": 10.400,
  "homo_ev": -10.76,
  "lumo_energy_ev": -0.4
}

***

(Q)
{
  "formula": "C4H4F2N2",
  "method": "ωB97M-V/def2-TZVPD",
  "species": ["C", "C", "N", "C", "F", "C", "F", "N", "H", "H", "H", "H"],
  "positions_angstrom": [[1.09, 0.88, -1.34], [0.16, 0.25, -0.36], [-1.10, 0.55, -0.28], [-1.66, -0.22, 0.73], [-2.99, -0.33, 0.72], [-0.64, -0.91, 1.32], [-0.45, -1.85, 2.19], [0.49, -0.53, 0.63], [0.34, 1.23, -2.07], [1.52, 1.84, -0.78], [1.83, 0.12, -1.60], [1.41, -1.05, 0.83]],
  "total_charge": 0,
  "multiplicity": 1,
  "smiles": "Cc1nc(F)c(F)[nH]1",
  "homo_lumo_gap_ev": 9.428,
  "homo_ev": -8.78,
  "lumo_energy_ev": 0.7
}

***

Short version: (Q), (P), most stable first.

***

(P)
{
  "formula": "C20H33N5O4",
  "method": "ωB97M-V/def2-TZVPD",
  "species": ["C", "C", "O", "C", "C", "C", "N", "C", "O", "C", "O", "C", "C", "C", "N", "C", "O", "C", "C", "C", "N", "C", "N", "N", "C", "C", "C", "C", "C", "H", "H", "H", "H", "H", "H", "H", "H", "H", "H", "H", "H", "H", "H", "H", "H", "H", "H", "H", "H", "H", "H", "H", "H", "H", "H", "H", "H", "H", "H", "H", "H", "H"],
  "positions_angstrom": [[-4.04, 2.74, -4.69], [-3.76, 2.69, -3.21], [-2.40, 2.36, -3.02], [-1.97, 2.37, -1.67], [-2.39, 1.09, -0.95], [-1.81, 1.06, 0.46], [-0.36, 1.19, 0.41], [0.51, 0.17, 0.60], [1.70, 0.27, 0.38], [-0.07, -1.15, 1.11], [0.98, -2.04, 1.38], [0.85, -3.33, 0.81], [0.98, -3.29, -0.73], [2.52, -3.42, -0.55], [3.19, -2.14, -0.53], [3.90, -1.69, -1.59], [4.18, -2.38, -2.56], [4.32, -0.23, -1.52], [3.48, 0.58, -2.51], [3.92, 1.99, -2.60], [3.36, 3.03, -2.00], [4.16, 4.06, -2.35], [5.17, 3.74, -3.13], [5.01, 2.41, -3.28], [5.94, 1.64, -4.08], [2.25, -3.97, 0.87], [0.09, 2.42, -0.24], [-0.45, 2.54, -1.66], [-0.03, 3.87, -2.27], [-5.08, 3.00, -4.87], [-3.41, 3.49, -5.17], [-3.84, 1.77, -5.15], [-3.97, 3.67, -2.74], [-4.41, 1.95, -2.72], [-2.41, 3.23, -1.16], [-3.48, 1.03, -0.89], [-2.04, 0.23, -1.52], [-2.20, 1.89, 1.05], [-2.10, 0.15, 0.98], [-0.65, -0.99, 2.02], [-0.75, -1.55, 0.35], [0.00, -3.87, 1.24], [0.56, -4.19, -1.19], [0.62, -2.41, -1.25], [3.05, -4.06, -1.25], [2.81, -1.44, 0.10], [4.19, 0.18, -0.52], [5.37, -0.19, -1.79], [3.52, 0.10, -3.49], [2.44, 0.58, -2.19], [4.00, 5.08, -2.04], [5.63, 0.60, -4.10], [5.95, 2.04, -5.10], [6.94, 1.71, -3.66], [2.89, -3.62, 1.67], [2.20, -5.06, 0.87], [-0.28, 3.27, 0.36], [1.18, 2.45, -0.24], [-0.02, 1.72, -2.25], [-0.44, 4.70, -1.69], [1.05, 3.95, -2.28], [-0.41, 3.96, -3.29]],
  "total_charge": 0,
  "multiplicity": 1,
  "smiles": "CCO[C@H]1CCN(C(=O)CO[C@H]2C[C@@H](NC(=O)CCc3ncnn3C)C2)C[C@@H]1C",
  "homo_lumo_gap_ev": 9.694,
  "homo_ev": -9.11,
  "lumo_energy_ev": 0.6
}

***

(Q)
{
  "formula": "C20H33N5O4",
  "method": "ωB97M-V/def2-TZVPD",
  "species": ["C", "C", "O", "C", "C", "C", "N", "C", "O", "C", "O", "C", "C", "C", "N", "C", "O", "C", "C", "C", "N", "C", "N", "N", "C", "C", "C", "C", "C", "H", "H", "H", "H", "H", "H", "H", "H", "H", "H", "H", "H", "H", "H", "H", "H", "H", "H", "H", "H", "H", "H", "H", "H", "H", "H", "H", "H", "H", "H", "H", "H", "H"],
  "positions_angstrom": [[-3.79, 1.43, -3.80], [-3.74, 1.60, -2.30], [-2.48, 2.12, -1.95], [-2.33, 2.45, -0.58], [-2.18, 1.19, 0.28], [-1.83, 1.55, 1.72], [-0.65, 2.39, 1.75], [0.63, 1.93, 1.94], [1.61, 2.63, 1.79], [0.76, 0.46, 2.34], [2.11, 0.11, 2.41], [2.51, -0.55, 3.60], [2.14, -2.05, 3.58], [3.50, -2.31, 2.87], [3.39, -2.26, 1.43], [2.98, -3.33, 0.71], [2.97, -4.47, 1.14], [2.43, -2.98, -0.66], [0.89, -3.02, -0.56], [0.21, -2.26, -1.64], [-0.27, -1.04, -1.49], [-0.77, -0.75, -2.73], [-0.62, -1.72, -3.61], [0.01, -2.68, -2.89], [0.38, -3.93, -3.52], [3.98, -0.95, 3.43], [-0.82, 3.64, 1.02], [-1.11, 3.36, -0.45], [-1.31, 4.66, -1.22], [-4.75, 1.03, -4.11], [-3.63, 2.38, -4.30], [-3.01, 0.74, -4.13], [-4.53, 2.28, -1.96], [-3.91, 0.63, -1.81], [-3.22, 3.01, -0.24], [-3.11, 0.61, 0.27], [-1.39, 0.57, -0.15], [-2.65, 2.11, 2.18], [-1.68, 0.66, 2.32], [0.25, 0.29, 3.29], [0.26, -0.15, 1.58], [2.23, 0.04, 4.48], [2.12, -2.49, 4.58], [1.24, -2.34, 3.03], [4.05, -3.21, 3.15], [3.19, -1.34, 1.05], [2.75, -1.99, -0.98], [2.79, -3.71, -1.39], [0.56, -4.06, -0.51], [0.58, -2.55, 0.38], [-1.25, 0.18, -2.97], [0.72, -4.62, -2.75], [-0.49, -4.35, -4.02], [1.17, -3.77, -4.25], [4.57, -0.32, 2.77], [4.49, -1.06, 4.39], [-1.65, 4.19, 1.47], [0.08, 4.23, 1.13], [-0.25, 2.82, -0.86], [-2.15, 5.22, -0.82], [-0.42, 5.29, -1.14], [-1.50, 4.47, -2.27]],
  "total_charge": 0,
  "multiplicity": 1,
  "smiles": "CCO[C@H]1CCN(C(=O)CO[C@H]2C[C@@H](NC(=O)CCc3ncnn3C)C2)C[C@@H]1C",
  "homo_lumo_gap_ev": 9.817,
  "homo_ev": -9.13,
  "lumo_energy_ev": 0.7
}

***

Short version: (P), (Q), most stable first.

***

(P)
{
  "formula": "C4H9S",
  "method": "ωB97M-V/def2-TZVPD",
  "species": ["C", "S", "H", "H", "H", "C", "C", "C", "H", "H", "H", "H", "H", "H"],
  "positions_angstrom": [[-2.99, -0.38, 0.24], [-1.79, 1.13, 0.50], [-3.54, -0.48, 1.19], [-3.75, -0.06, -0.46], [-2.48, -1.31, 0.03], [0.85, -0.75, -0.09], [2.15, 0.04, 0.00], [2.23, 1.33, -0.33], [0.01, -0.11, 0.26], [0.65, -1.05, -1.15], [0.97, -1.63, 0.47], [3.08, -0.47, 0.25], [3.23, 1.82, -0.42], [1.38, 1.91, -0.50]],
  "total_charge": -1,
  "multiplicity": 1,
  "homo_lumo_gap_ev": 6.432,
  "homo_ev": -2.30,
  "lumo_energy_ev": 4.1
}

***

(Q)
{
  "formula": "C4H9S",
  "method": "ωB97M-V/def2-TZVPD",
  "species": ["C", "S", "H", "H", "H", "C", "C", "C", "H", "H", "H", "H", "H", "H"],
  "positions_angstrom": [[2.93, -1.44, 0.62], [1.30, -0.88, 1.26], [2.93, -1.41, -0.46], [3.15, -2.44, 0.99], [3.73, -0.76, 0.95], [-1.93, 0.20, -0.28], [-1.59, 1.30, -1.23], [-2.49, 2.08, -1.83], [-1.05, -0.41, -0.05], [-2.74, -0.42, -0.66], [-2.19, 0.60, 0.70], [-0.52, 1.43, -1.37], [-2.16, 2.87, -2.49], [-3.55, 1.92, -1.67]],
  "total_charge": -1,
  "multiplicity": 1,
  "homo_lumo_gap_ev": 5.946,
  "homo_ev": -2.20,
  "lumo_energy_ev": 3.7
}

***

(R)
{
  "formula": "C4H9S",
  "method": "ωB97M-V/def2-TZVPD",
  "species": ["C", "S", "H", "H", "H", "C", "C", "C", "H", "H", "H", "H", "H", "H"],
  "positions_angstrom": [[-0.72, 3.27, -0.60], [-0.18, 2.26, 0.86], [-1.76, 3.22, -0.93], [-0.10, 3.06, -1.51], [-0.48, 4.37, -0.43], [0.00, -1.11, 1.17], [0.46, -1.47, -0.20], [0.43, -2.84, -0.66], [0.93, -0.79, 1.85], [-0.54, -1.87, 1.60], [-0.49, -0.14, 1.09], [1.35, -1.09, -0.69], [1.13, -3.19, -1.47], [-0.04, -3.67, -0.08]],
  "total_charge": -1,
  "multiplicity": 1,
  "homo_lumo_gap_ev": 6.128,
  "homo_ev": -2.27,
  "lumo_energy_ev": 3.9
}

***

Short version: (Q), (P), (R), most stable first.